1.
Entry from the OMol25 dataset: a structure of composition C4H8NO2P (ωB97M-V with the def2-TZVPD basis set).

Gap between HOMO and LUMO (alpha / beta): 6.0 / 4.4 eV
Highest occupied orbital energy (alpha / beta): -6.04 / -8.08 eV
Charge: 0
2S+1: 3

```
16
Properties=species:S:1:pos:R:3:forces:R:3
C 1.81064 2.61303 2.79789 -1.5501 -1.4634 -0.3959
C 1.22661 1.32254 2.33558 3.0989 2.6455 2.5524
C -0.01495 -2.43589 0.61358 0.5704 0.1219 1.9516
C -0.31814 0.26357 -1.17726 -0.7105 2.6177 1.7846
N -0.97903 -1.41792 0.87715 0.4404 0.7576 -2.6341
O 2.80479 2.86006 3.45738 0.8483 -0.7162 0.3851
O 0.36048 1.27624 1.45823 -4.0335 -0.0727 -4.2098
P -1.18567 0.06182 0.45960 0.6462 1.1458 2.0481
H 1.15009 3.42051 2.55816 -0.7577 1.0500 -0.6895
H 1.63740 0.44225 2.67093 1.2651 -2.2309 1.0793
H -0.54902 -3.34974 0.71189 0.1112 -1.1414 -0.1721
H 0.73154 -2.32783 1.40598 0.1908 -0.5544 -0.0125
H 0.57339 -2.38698 -0.31894 -0.7833 0.4295 -0.0380
H 0.51224 0.89483 -0.85363 -0.0954 0.2579 -0.0373
H 0.06892 -0.58058 -1.57515 0.8168 -2.8494 -1.3129
H -0.99826 0.81585 -1.80753 -0.0577 0.0024 -0.2991
```
Positions in Å, forces in eV/Å.


2.
Entry from the OMol25 dataset: an isolated molecule of C4H7N3O (ωB97M-V with the def2-TZVPD basis set).

Gap between HOMO and LUMO: 9.1 eV
Highest occupied orbital energy: -8.20 eV
SMILES: N/N=C1/OC[C@H]2CN12
Charge: 0

```
15
Properties=species:S:1:pos:R:3:forces:R:3
N 2.64592 0.10334 -0.00124 2.3663 -2.9522 -2.8547
N 1.71636 -0.94458 0.17777 -3.8482 -0.0956 -0.6987
C 0.48598 -0.67677 -0.20810 6.5522 2.3166 0.2622
O -0.49423 -1.37451 0.21918 -0.0805 -4.1438 0.9074
C -1.69361 -0.84186 -0.06452 -4.2956 -2.1202 0.5194
C -1.39070 0.60744 -0.25073 2.2719 -2.8069 1.1574
C -0.42144 1.13037 0.66549 4.2304 4.0728 2.8523
N 0.16239 0.66240 -0.68280 -3.3207 -1.2806 1.9732
H 2.31647 0.74420 -0.76261 0.4275 -0.6052 0.6625
H 3.38214 -0.63719 -0.48664 -1.3024 3.4601 1.4219
H -2.20329 -1.27481 -1.04051 1.1202 0.6762 1.6461
H -2.42665 -1.28899 0.86969 1.7137 1.9812 -2.5047
H -2.09199 0.86601 -0.92522 -1.9605 3.0575 -1.7339
H 0.29984 0.62110 1.64921 -3.2170 1.0430 -2.9037
H -0.28717 2.30384 0.84103 -0.6573 -2.6027 -0.7067
```
Positions in Å, forces in eV/Å.


3.
Entry from the OMol25 dataset: a cluster of 2 separate species, C2H5N4S in total (ωB97M-V with the def2-TZVPD basis set).

Gap between HOMO and LUMO: 6.7 eV
Highest occupied orbital energy: -2.76 eV
Charge: -1

```
12
Properties=species:S:1:pos:R:3:forces:R:3
C -0.10166 0.52471 0.94984 0.0295 0.9907 -0.0098
C -1.22994 0.81562 -1.10318 -3.8502 1.2209 0.1314
N 1.27673 -0.87965 0.22733 -0.1367 -2.8597 1.7462
N 1.04371 -2.73769 1.67377 0.7114 1.4450 -2.0049
N -1.09078 0.32507 0.20642 -2.3477 -1.1764 -0.0362
N 1.28325 -1.92392 0.86719 -0.8043 -0.2797 1.5680
S 2.32376 -0.33689 -0.92011 1.6103 0.6219 -1.6758
H -0.24969 0.01424 1.89637 0.7678 0.3413 0.5312
H 0.76290 1.22839 0.74825 -0.9035 -0.5264 0.2223
H -1.07243 0.20407 -1.92936 0.7559 -2.0553 -0.9212
H -2.36794 1.17604 -1.40291 2.4382 -0.5235 1.2996
H -0.57790 1.59000 -1.21360 1.7294 2.8012 -0.8509
```
Positions in Å, forces in eV/Å.


4.
Entry from the OMol25 dataset: a structure of composition C11H25ClNO2P2Tl (ωB97M-V with the def2-TZVPD basis set).

Gap between HOMO and LUMO: 5.2 eV
Highest occupied orbital energy: -5.72 eV
Charge: 0

```
43
Properties=species:S:1:pos:R:3:forces:R:3
C -0.76135 0.67921 -4.10421 0.4397 0.8925 -0.8554
C -1.01018 0.46998 -2.74588 0.0205 -0.9695 0.9576
N -0.11813 0.94742 -1.84191 -0.2421 0.6442 1.2579
C 0.66947 1.96292 -2.16015 -0.1608 0.2546 -1.1833
C 0.74285 2.41578 -3.48368 0.7145 0.6221 0.7686
C 0.05423 1.72317 -4.48111 -0.1756 -0.1959 0.3494
C -2.13721 -0.25433 -2.30039 0.8454 -1.4455 -0.5386
P -2.28995 -0.70151 -0.60194 1.2425 0.1913 0.0684
Tl -0.00571 -0.69233 1.28130 -0.6532 0.6916 0.7843
P 1.83435 1.55135 0.36137 -0.2271 0.5592 -0.8285
C 1.41407 2.67547 -1.04759 0.1754 0.0158 0.3049
O 0.34304 -3.65215 -3.57636 0.9177 0.7500 0.6705
O 0.10620 -3.43538 -0.32125 0.2144 0.7984 -0.4812
H -1.31710 0.10795 -4.80911 -0.4619 -0.1856 -0.5954
H 1.36227 3.28640 -3.68233 -0.1282 -0.1158 -0.2205
H 0.10899 2.06745 -5.50873 0.1427 -0.2701 -0.0093
C -3.45636 0.58723 -0.09179 -0.4574 -0.2281 0.4654
C -3.15695 -2.30101 -0.45088 -0.4329 0.0730 -0.1566
H 2.32626 3.16345 -1.41664 -0.1794 -0.0328 -0.0322
H 0.78706 3.46554 -0.59997 0.0150 -0.2256 -0.2910
H -0.36803 -4.04686 -4.09689 0.3940 0.8277 -0.3953
H -2.42451 -1.02478 -3.02167 -0.5629 0.2388 0.0541
C 2.49823 2.72206 1.59065 0.1640 0.0218 0.2343
C 3.39085 0.84981 -0.28295 0.2540 -0.1570 0.2173
H 0.34433 -2.40248 -0.33399 -0.8643 -2.6240 0.4227
H 0.32026 -4.03688 0.42708 -0.4246 0.8557 0.6780
H -0.07500 -3.86604 -1.16195 0.1037 0.0907 -0.9293
H 0.77577 -2.83042 -3.94799 -1.4178 -1.5580 0.0966
H 1.79957 -1.21056 -0.65635 -0.7593 -0.7478 -0.3284
H 1.29841 -1.78418 -0.81611 1.7039 1.4539 -0.5211
H -4.30932 0.46046 -0.76591 -0.0825 0.2937 0.2160
H -3.76127 0.51202 0.95936 -0.0025 0.1496 -0.1600
H -2.96765 1.54632 -0.30264 -0.1622 -0.2328 0.0977
H -3.95700 -2.34741 -1.18925 -0.1501 -0.1440 -0.0485
H -2.49440 -3.16907 -0.57551 -0.1130 0.4308 0.0036
H -3.58686 -2.37810 0.55177 0.0789 0.0064 -0.1011
H 4.12712 1.65006 -0.41806 0.0225 -0.2352 -0.1302
H 3.77190 0.12420 0.44388 0.1251 0.0612 -0.1319
H 3.20783 0.33320 -1.22879 0.0782 0.1371 -0.0020
H 3.50142 3.05899 1.30988 -0.1338 0.1430 0.1106
H 1.82620 3.58035 1.69946 0.1384 -0.1544 0.0237
H 2.55245 2.19552 2.55151 0.0696 0.2339 -0.1000
Cl -0.95686 -3.03410 2.28901 -0.0687 -0.9146 0.2585
```
Positions in Å, forces in eV/Å.


5.
Entry from the OMol25 dataset: a cluster of 6 separate species, C22H40BFN3O17PSi in total (ωB97M-V with the def2-TZVPD basis set).

Gap between HOMO and LUMO: 7.7 eV
Highest occupied orbital energy: -7.58 eV
SMILES: [H]/N=C(\C)C[Si@@](CCF)(B(O)N(C)C)P(N)O.O=C1OCCO1.O=C1OCCO1.O=C1OCCO1.O=C1OCCO1.O=C1OCCO1
Charge: 0

```
86
Properties=species:S:1:pos:R:3:forces:R:3
H 0.61225 -2.24335 2.32668 -0.0040 -0.0376 -0.0202
N 0.80016 -1.93174 1.37260 0.0434 0.0705 -0.0015
C 0.65656 -0.67110 1.28592 -0.1379 0.1582 0.1671
C 0.27841 0.19696 2.46859 0.0799 -0.1194 -0.0659
C 0.85951 0.03807 -0.01802 0.3096 -0.2520 -0.2637
Si 1.26978 -1.06116 -1.50725 -0.3489 -0.5668 0.1777
C 2.66063 -2.30791 -1.15332 0.4552 0.2717 -0.0953
C 3.84989 -1.65841 -0.48115 -0.2512 0.0953 -0.2326
F 4.70034 -2.62491 0.08078 0.1207 -0.0173 0.0321
B -0.36882 -1.90788 -2.36082 0.0666 -0.0504 0.3023
O -0.29869 -2.04501 -3.75073 -0.6958 0.5119 0.1484
N -1.52254 -2.29677 -1.58882 0.3691 -0.7212 -1.2681
C -1.28364 -3.44066 -0.70433 -0.1228 0.4115 0.5718
C -2.78187 -2.41412 -2.33248 -0.2260 -0.0554 0.1857
P 2.17137 0.39127 -2.99149 0.4810 0.8082 -0.1533
N 3.00592 -0.56188 -4.15817 -0.1305 -0.2158 0.3168
O 0.80454 0.88746 -3.81139 -0.0244 -0.5201 -0.1443
H 1.17248 0.39129 3.06582 -0.0113 0.0609 -0.0006
H -0.13971 1.14841 2.14856 -0.0260 0.0045 0.0209
H -0.44690 -0.32010 3.09688 0.0034 0.0337 0.0370
H 1.64505 0.79640 0.08321 -0.0836 0.0805 0.1422
H -0.06394 0.57030 -0.26306 0.0608 0.0984 0.0130
H 2.99917 -2.73767 -2.10175 -0.1186 -0.1391 0.0314
H 2.27532 -3.10719 -0.52317 -0.0933 0.0535 0.0519
H 4.44255 -1.09895 -1.20965 0.0369 0.0369 0.0646
H 3.55117 -0.97577 0.31623 0.0595 -0.1518 0.1481
H -0.54811 -1.23323 -4.21588 0.4180 -0.0391 -0.1244
H -0.31383 -3.34695 -0.21626 -0.0073 0.0319 -0.0376
H -1.31736 -4.38811 -1.25333 -0.0320 0.0256 -0.0294
H -2.03904 -3.47436 0.08690 -0.0178 -0.0510 -0.0033
H -3.20379 -3.41874 -2.24261 0.0431 -0.0159 -0.0048
H -3.52356 -1.70601 -1.95458 0.0203 0.0110 0.0623
H -2.65143 -2.21716 -3.39581 0.1002 0.0351 0.0292
H 2.89823 -1.56819 -4.11421 -0.0570 0.0179 -0.2057
H 3.98207 -0.30576 -4.19609 0.0028 -0.0656 -0.0360
H 1.07843 1.28915 -4.64857 -0.1545 0.2926 0.1437
O -2.20012 0.79009 -0.78230 -0.0979 0.1209 -0.0174
C -3.07808 0.58540 -0.00788 0.0401 -0.0690 -0.1063
O -4.37361 0.39299 -0.34990 0.0037 -0.0086 0.0200
C -5.08347 -0.05546 0.80969 -0.0669 -0.0610 0.0751
C -4.22380 0.48010 1.93920 -0.0555 -0.0551 -0.1038
O -2.92200 0.50582 1.33021 -0.0079 -0.0170 0.0619
H -6.09313 0.34641 0.80436 0.0339 0.0718 -0.0866
H -5.12513 -1.14653 0.78993 0.0213 0.0024 0.0146
H -4.50050 1.48751 2.23644 0.0566 -0.0492 -0.0620
H -4.20902 -0.16110 2.81697 0.1303 -0.0126 -0.0176
O -5.35213 2.40133 3.97430 -0.1644 0.0695 0.1134
C -5.72387 1.95960 5.01773 0.1016 0.1203 0.0396
O -6.98031 2.06753 5.49185 -0.0079 -0.0189 -0.0158
C -7.09560 1.24381 6.66010 -0.0161 -0.0616 0.0880
C -5.65199 1.13469 7.11570 -0.0356 0.0098 0.1147
O -4.93839 1.28761 5.88116 -0.0137 -0.0341 -0.0111
H -7.75116 1.72010 7.38297 0.0091 0.0948 -0.0584
H -7.51457 0.28058 6.36551 0.0113 -0.0030 -0.0026
H -5.36053 1.94413 7.78562 -0.0138 0.0151 -0.0125
H -5.40508 0.17899 7.56854 0.0504 -0.0286 -0.0960
O -3.29800 6.48940 6.98250 -0.0065 0.0002 0.0053
C -3.51394 6.33450 5.82533 -0.0143 -0.0070 -0.0047
O -3.60274 7.33140 4.91363 0.0157 -0.0015 0.0089
C -3.64899 6.74903 3.60649 0.0042 -0.0343 -0.0804
C -4.17265 5.35472 3.89412 -0.0415 -0.0071 -0.0800
O -3.71015 5.13367 5.23194 -0.0157 -0.0359 0.0208
H -4.29797 7.33767 2.96417 -0.0302 0.0512 0.0827
H -2.63936 6.73786 3.19280 0.0016 -0.0150 0.0050
H -5.26201 5.30268 3.89318 0.0010 0.0232 -0.0330
H -3.77851 4.58633 3.23630 0.0540 -0.0345 0.0843
O 1.70519 2.87096 -6.53384 -0.0206 -0.0361 0.0702
C 2.29362 2.01575 -7.11287 0.0411 -0.1397 0.0797
O 3.64001 1.90941 -7.17658 -0.0344 0.0149 -0.0309
C 3.96629 0.62908 -7.72817 0.0613 -0.1076 -0.0172
C 2.71041 0.28696 -8.50755 0.0619 -0.0607 -0.0595
O 1.70417 0.99742 -7.78094 -0.0030 0.0605 -0.0367
H 4.85760 0.70934 -8.34421 -0.0116 0.1116 0.0055
H 4.14396 -0.06717 -6.90749 -0.0385 -0.0006 -0.0001
H 2.73721 0.66693 -9.53022 0.0104 0.0076 0.0044
H 2.47695 -0.77394 -8.51863 -0.0728 0.0190 0.0810
O 10.93483 -4.94364 -0.73507 -0.0013 0.0001 0.0013
C 9.90328 -4.46790 -0.39129 0.0008 0.0005 -0.0062
O 8.83472 -4.27008 -1.19933 0.0207 -0.0020 0.0226
C 7.71446 -3.89597 -0.38897 -0.1447 0.0291 0.0319
C 8.38839 -3.33011 0.84493 -0.0884 0.0691 0.0146
O 9.62861 -4.04451 0.86647 0.0086 0.0040 -0.0100
H 7.09180 -3.17765 -0.91279 0.0657 -0.0069 -0.0713
H 7.12635 -4.78787 -0.16877 0.0020 0.0016 0.0130
H 8.59983 -2.26361 0.75136 -0.0004 -0.0015 -0.0182
H 7.83851 -3.51041 1.76401 0.0684 -0.0796 0.0209
```
Positions in Å, forces in eV/Å.


- Which formula does entry 2 have?
  C4H7N3O